DFT (ωB97M-V/def2-TZVPD) results for one molecule with the formula C14H10N2O2S2.

As for the SMILES: O=C(O)CSc1ncnc2sc(-c3ccccc3)cc12. As for the frontier orbital gap: 8.066 eV. The calculation puts the HOMO energy at -8.235 eV. The lowest unoccupied orbital energy is -0.006 Eh.

```
! wB97M-V def2-TZVPD RIJCOSX def2/J DEFGRID3
* xyz 0 1
O 4.4734 0.4166 -1.6736
C 4.8683 0.4032 -0.5403
O 5.8671 -0.3756 -0.1131
H 6.1482 -0.9751 -0.8216
C 4.4352 1.3620 0.5517
H 4.7021 0.9631 1.5287
H 4.9033 2.3341 0.3951
S 2.6482 1.6494 0.4707
C 2.1418 -0.0112 0.3354
N 3.0919 -0.9309 0.3442
C 2.7396 -2.2032 0.2176
N 1.5198 -2.6702 0.0846
C 0.5617 -1.7543 0.0793
C 0.7912 -0.3670 0.2072
C -0.4012 0.3893 0.1689
C -1.5162 -0.3813 0.0177
C -2.8994 0.0462 -0.0625
C -3.9350 -0.8888 -0.0103
C -5.2539 -0.4868 -0.0819
C -5.5665 0.8568 -0.2087
C -4.5482 1.7947 -0.2664
C -3.2273 1.3983 -0.1953
H -2.4456 2.1392 -0.2530
H -4.7854 2.8431 -0.3705
H -6.5976 1.1717 -0.2649
H -6.0416 -1.2242 -0.0384
H -3.6944 -1.9372 0.0909
S -1.1226 -2.0961 -0.0828
H -0.4005 1.4596 0.2622
H 3.5440 -2.9253 0.2292
*
```

Here are the natural (NBO) charges for atoms 1 to 5, given in e: -0.60, 0.81, -0.69, 0.50, -0.63

DFT (ωB97M-V/def2-TZVPD) results for C14H11AuN2O5Se as an isolated structure in a non-equilibrium geometry.

The energy relative to the best compared isomer or geometry (same formula, charge and spin) is 0.537 eV. As for the frontier orbital gap: 7.054 eV. The calculation puts the HOMO energy at -8.764 eV. The lowest unoccupied orbital energy is -0.063 Eh.

```
! wB97M-V def2-TZVPD RIJCOSX def2/J DEFGRID3
* xyz 0 1
Au 0.8677 0.8039 0.8047
O -0.4593 -1.4183 0.5732
C -1.5554 -1.4814 0.0364
C -2.1173 -0.5103 -0.8778
C -3.4251 -0.7672 -1.3130
C -4.0409 0.0948 -2.1771
C -3.3849 1.2360 -2.6540
C -2.1094 1.5008 -2.2422
C -1.4228 0.6466 -1.3364
O -0.2142 0.9573 -1.0115
N -5.4094 -0.1851 -2.6166
O -5.8675 0.5194 -3.4963
O -5.9386 -1.1990 -2.2011
H -2.2072 -2.3468 0.2535
H -3.9505 -1.6481 -0.9690
H -3.9013 1.8926 -3.3389
H -1.5809 2.3766 -2.5914
C -0.3435 0.2142 3.4274
C -0.5745 1.0360 2.1990
O -1.4623 1.6908 1.8042
H -1.1633 0.4142 4.1200
H 0.6307 0.4337 3.8482
H -0.3434 -0.8276 3.1034
Se 2.6625 1.3758 2.3021
C 3.8436 0.2964 1.2269
C 4.1087 -1.0307 1.5411
C 4.9835 -1.7415 0.7366
N 5.5947 -1.2350 -0.3332
C 5.3299 0.0348 -0.6241
C 4.4718 0.8385 0.1132
H 3.6430 -1.5030 2.3951
H 5.2044 -2.7771 0.9674
H 5.8307 0.4417 -1.4949
H 4.3009 1.8668 -0.1748
*
```

Here are the natural (NBO) charges for atoms 1 to 5, given in e: 0.91, -0.63, 0.43, -0.33, -0.10

DFT (ωB97M-V/def2-TZVPD) results for a 2-piece molecular cluster, C14H11BCl3N2O5 overall in a non-equilibrium geometry.

As for the frontier orbital gap: 4.329 eV. The calculation puts the HOMO energy at -4.072 eV. The lowest unoccupied orbital energy is 0.009 Eh.

```
! wB97M-V def2-TZVPD RIJCOSX def2/J DEFGRID3
* xyz -1 1
Cl -1.6885 -0.9222 5.4158
B -0.3692 -1.3076 4.1808
Cl 1.3501 -1.4197 4.9708
Cl -0.6782 -2.8886 3.2478
O -0.3638 -0.1968 3.2276
C 0.3248 0.0298 2.1826
C 0.8585 1.3270 2.0025
C 2.0825 1.4976 1.3092
C 2.5197 2.7890 1.0323
C 1.7628 3.8953 1.4527
C 0.6274 3.7250 2.2763
C 0.1996 2.4408 2.5970
H 0.5313 -0.7753 1.4570
H 2.5998 0.6025 0.9688
H 3.4337 2.9311 0.4505
H 2.0443 4.9036 1.1376
H 0.0568 4.5881 2.6429
H -0.6865 2.2545 3.2221
O 1.5719 -3.4690 -2.7129
N 1.3957 -2.5769 -3.5774
O 2.0737 -2.5022 -4.6224
C 0.3530 -1.6355 -3.3397
C -0.0432 -0.7045 -4.3218
C -1.1783 0.0790 -4.1010
C -1.8645 0.0365 -2.8862
C -1.4091 -0.8311 -1.8400
C -1.9499 -0.8968 -0.5179
N -2.2126 -2.1336 0.0251
O -3.0705 -2.2405 0.9460
O -1.6157 -3.1574 -0.4173
C -0.3503 -1.7207 -2.1249
H 0.5590 -0.6085 -5.2218
H -1.5182 0.7537 -4.8817
H -2.7408 0.6674 -2.6923
H -2.4273 -0.0256 -0.0963
H -0.1784 -2.5083 -1.3916
*
```

Here are the natural (NBO) charges for atoms 1 to 5, given in e: -0.24, 0.40, -0.28, -0.23, -0.57

DFT (ωB97M-V/def2-TZVPD) results for C14H11BeN2O2Se2 as an isolated structure.

As for the frontier orbital gap: 6.818 eV. The calculation puts the HOMO energy at -4.524 eV. The lowest unoccupied orbital energy is 0.084 Eh.

```
! wB97M-V def2-TZVPD RIJCOSX def2/J DEFGRID3
* xyz -1 1
Be -0.4752 0.9995 -0.2808
C -1.3538 0.3730 3.4855
C -1.3878 0.2277 1.9916
O -0.9057 1.1687 1.3319
C -1.9595 -0.9413 1.3717
C -2.5725 -1.9462 2.1504
C -3.1546 -3.0421 1.5758
C -3.1417 -3.1562 0.1690
C -2.5599 -2.2027 -0.6183
C -1.9294 -1.0645 -0.0484
O -1.3657 -0.2052 -0.8210
H -0.8131 1.2828 3.7294
H -0.8457 -0.4834 3.9307
H -2.3634 0.4246 3.8959
H -2.5930 -1.8409 3.2281
H -3.6243 -3.8012 2.1861
H -3.6033 -4.0196 -0.2966
H -2.5441 -2.2861 -1.6969
Se -2.2885 4.7727 -1.8427
C -1.3370 3.3471 -1.3901
N -0.6918 2.4166 -1.1124
Se 1.6600 0.2089 0.1520
C 2.9572 0.6482 -1.1597
C 3.1111 1.9424 -1.6573
C 4.1211 2.2072 -2.5680
N 4.9870 1.2961 -3.0219
C 4.8280 0.0587 -2.5460
C 3.8506 -0.3105 -1.6364
H 2.4427 2.7297 -1.3340
H 4.2486 3.2136 -2.9552
H 5.5272 -0.6838 -2.9199
H 3.7766 -1.3338 -1.2924
*
```

Here are the natural (NBO) charges for atoms 1 to 5, given in e: 1.59, -0.71, 0.60, -0.73, -0.27

DFT (ωB97M-V/def2-TZVPD) results for one molecule with the formula C14H11FO2 in a non-equilibrium geometry.

As for the SMILES: O=C1C(=O)c2c(ccc3c2CCCC3)C=C1F. As for the frontier orbital gap: 7.403 eV. The calculation puts the HOMO energy at -8.839 eV. The lowest unoccupied orbital energy is -0.053 Eh.

```
! wB97M-V def2-TZVPD RIJCOSX def2/J DEFGRID3
* xyz 0 1
O 1.5742 3.2770 -2.9854
O -0.7388 2.1941 -1.9686
F 3.8554 3.2990 -1.5942
C 1.6307 2.5655 -2.0255
C 0.3787 1.8636 -1.5074
C 2.8064 2.6259 -1.1490
C 2.7728 1.9559 0.0395
C 1.6948 0.4579 1.6892
C 0.7363 -0.4755 1.8850
C 1.6107 1.1803 0.4927
C 0.4318 1.0388 -0.2907
C -0.3336 -0.7144 1.0910
C -0.5788 0.1310 -0.0123
C -1.1762 -1.9375 1.5263
C -1.6819 -0.3078 -0.9175
C -2.2968 -2.3769 0.5795
C -1.9608 -1.8941 -0.8565
H 3.6367 1.9300 0.7379
H 2.6547 0.5415 2.2746
H 0.6454 -0.9941 2.8106
H -0.4083 -2.7148 1.6845
H -1.6522 -1.6523 2.5377
H -2.6350 0.0831 -0.6696
H -1.5409 -0.0427 -2.0264
H -3.2659 -2.1130 0.8668
H -2.4389 -3.4757 0.5040
H -2.7120 -2.0026 -1.5845
H -1.0084 -2.4425 -1.1317
*
```

Here are the natural (NBO) charges for atoms 1 to 5, given in e: -0.43, -0.47, -0.29, 0.38, 0.45

DFT (ωB97M-V/def2-TZVPD) results for C14H11N4ORhS as an isolated structure in a non-equilibrium geometry.

The energy relative to the best compared isomer or geometry (same formula, charge and spin) is 0.144 eV. As for the frontier orbital gap (spin up / spin down): 5.430 / 5.431 eV. The calculation puts the HOMO energy (spin up / spin down) at -15.361 / -15.360 eV. The lowest unoccupied orbital energy (spin up / spin down) is -0.365 / -0.365 Eh.

```
! wB97M-V def2-TZVPD RIJCOSX def2/J DEFGRID3
* xyz 2 1
Rh -1.9337 -1.2959 -1.7525
N -3.1290 2.8039 -1.7420
C -2.5603 1.6149 -1.6912
S -3.0399 0.3758 -2.8247
N -1.6439 1.4051 -0.7306
N -1.0153 0.2469 -0.8521
C 0.0434 -0.0480 -0.1093
C 0.7697 0.9732 0.6019
C 1.2423 0.7019 1.8992
C 1.8882 1.6942 2.6075
C 2.1181 2.9353 2.0168
C 1.6760 3.2001 0.7255
C 0.9840 2.2340 0.0243
C 0.4415 -1.4748 -0.1520
C 1.6394 -1.9319 0.3619
C 1.9598 -3.2824 0.2518
C 1.0887 -4.1328 -0.3873
C -0.0861 -3.6100 -0.9241
N -0.3976 -2.3258 -0.8138
H -3.8796 3.0005 -2.3849
H -2.8398 3.5297 -1.1016
H 1.0452 -0.2535 2.3695
H 2.2128 1.5057 3.6215
H 2.6481 3.7001 2.5687
H 1.8755 4.1594 0.2685
H 0.6594 2.4301 -0.9899
H 2.3284 -1.2392 0.8240
H 2.8931 -3.6508 0.6562
H 1.3028 -5.1869 -0.4964
H -0.7873 -4.2383 -1.4583
O -4.1579 -2.0037 0.1836
C -3.3460 -1.8370 -0.5701
*
```

Here are the natural (NBO) charges for atoms 1 to 5, given in e: 0.73, -0.72, 0.27, 0.07, -0.30

DFT (ωB97M-V/def2-TZVPD) results for C14H12AuN5O4S as an isolated structure.

The energy relative to the best compared isomer or geometry (same formula, charge and spin) is 0.138 eV. As for the frontier orbital gap: 8.825 eV. The calculation puts the HOMO energy at -8.664 eV. The lowest unoccupied orbital energy is 0.006 Eh.

```
! wB97M-V def2-TZVPD RIJCOSX def2/J DEFGRID3
* xyz 0 1
Au 0.9660 0.0149 0.9558
O -4.7203 2.2001 1.5975
C -4.8826 1.1856 0.7723
O -5.9198 0.9798 0.1861
C -3.7159 0.2773 0.5589
C -3.8233 -0.8387 -0.2371
N -2.6202 -1.4374 -0.2265
N -1.7229 -0.7876 0.5184
C -2.3647 0.2626 1.0022
C -1.6479 1.2507 1.8800
O -2.3289 2.1280 2.4231
O -0.3874 1.1609 2.0262
H -3.7990 2.1801 2.0079
H -4.6715 -1.2179 -0.7804
H -2.3441 -2.2829 -0.6941
C 4.8110 -2.1404 -1.9102
N 4.1245 -0.8894 -2.1741
C 4.4620 0.0340 -3.1468
C 3.6177 1.0713 -3.0165
N 2.7569 0.7709 -1.9683
C 3.0905 -0.4279 -1.4356
S 2.5575 -1.2548 -0.0464
C 1.6690 1.6404 -1.6084
C 1.9728 2.8635 -1.0383
C 0.9113 3.6919 -0.7093
C -0.3772 3.2569 -0.9681
C -0.5556 2.0157 -1.5594
N 0.4547 1.2097 -1.8882
H 5.5752 -2.2779 -2.6699
H 4.1028 -2.9659 -1.9450
H 5.2704 -2.1141 -0.9228
H 5.2615 -0.1410 -3.8432
H 3.4959 1.9717 -3.5900
H 3.0002 3.1271 -0.8282
H 1.0888 4.6514 -0.2431
H -1.2356 3.8621 -0.7124
H -1.5494 1.6414 -1.7704
*
```

Here are the natural (NBO) charges for atoms 1 to 5, given in e: 0.56, -0.68, 0.78, -0.61, -0.27

Number 1: total energy -43426.82934 eV. Number 2: total energy -96948.34786 eV. Number 3: total energy -66156.43468 eV. Number 4: total energy -152872.28567 eV. Number 5: total energy -21507.17302 eV. Number 6: total energy -36531.04397 eV. Number 7: total energy -44882.33382 eV.